# 1
This record from the OMol25 dataset describes a structure of composition C15H24BF4N2O3PPt. The level of theory is wB97M-V/def2-TZVPD.

LUMO level (spin up / spin down) in eV: -9.43 / -9.40
Frontier orbital gap (spin up / spin down) in eV: 4.94 / 5.62
Total charge: +2
HOMO (spin up / spin down) in Ha: -0.528 / -0.552
Relative energy (zero: lowest compared OMol25 entry of this formula, charge and spin) in eV: 0.033
Spin multiplicity: 1

Last column: Löwdin charge in e.
Atoms and positions in Å:
Pt1 -0.4662 -0.7054 -0.3581  1.337
C1 2.6111 3.9099 -0.9820  0.011
C2 2.3773 2.9942 0.0246  0.061
C3 1.5085 1.8892 -0.1712  0.039
C4 0.8324 1.7446 -1.3581  -0.153
C5 -0.1167 0.6591 -1.5630  -0.220
C6 -0.8606 0.6539 -2.8269  -0.029
C7 -0.5524 1.5035 -3.8322  0.004
C8 0.4096 2.5387 -3.6137  0.115
C9 1.0693 2.6858 -2.4058  -0.156
C10 1.9715 3.7528 -2.2064  0.080
H1 3.2867 4.7386 -0.8231  0.133
H2 2.8555 3.1029 0.9892  0.137
H3 1.3758 1.1695 0.6215  0.093
H4 -1.6420 -0.0838 -2.9527  0.114
H5 -1.0553 1.4450 -4.7876  0.132
H6 0.5997 3.2526 -4.4083  0.147
H7 2.1588 4.4477 -3.0163  0.142
N1 -0.4991 -1.4194 3.3763  0.169
C11 -1.9085 -0.9858 3.1274  -0.168
P1 -2.3852 -1.4464 1.4126  0.462
O1 -2.5413 -0.3254 0.3802  -0.423
O2 -1.3502 -2.4436 0.9661  -0.372
C12 -4.1103 -2.1013 1.5582  -0.140
N2 -4.9347 -1.4882 0.4544  0.163
H8 0.2108 -0.6733 3.1434  0.100
H9 -0.2803 -2.2444 2.8050  0.145
H10 -0.3564 -1.6395 4.3623  0.182
H11 -1.9874 0.0851 3.3090  0.107
H12 -2.5525 -1.5204 3.8268  0.115
H13 -4.5635 -1.8445 2.5130  0.114
H14 -4.1109 -3.1843 1.4496  0.122
H15 -4.3621 -0.7280 0.0357  0.129
H16 -5.8166 -1.1032 0.7956  0.178
H17 -5.1558 -2.1649 -0.2773  0.178
F1 -0.4010 1.5628 4.1219  0.162
B1 0.3482 1.5316 2.9610  -1.227
F2 0.9778 2.7014 2.6302  0.185
F3 1.3064 0.4569 3.0639  0.082
F4 -0.5183 1.1087 1.8903  0.032
C13 3.4939 -2.1333 -0.3900  -0.033
C14 2.3287 -1.4820 -1.1159  -0.521
C15 1.9728 -2.2067 -2.3986  -0.044
O3 1.2496 -1.4973 -0.1746  -0.334
H18 4.3536 -2.2138 -1.0551  0.095
H19 3.2126 -3.1361 -0.0681  0.093
H20 3.7818 -1.5472 0.4815  0.085
H21 2.5852 -0.4404 -1.3363  0.123
H22 1.7549 -3.2555 -2.1934  0.096
H23 2.7999 -2.1572 -3.1075  0.095
H24 1.0946 -1.7632 -2.8772  0.059

# 2
This record from the OMol25 dataset describes a structure of composition C15H24Br4NO8P. The level of theory is wB97M-V/def2-TZVPD.

LUMO level in eV: -0.55
Frontier orbital gap in eV: 8.45
HOMO in Ha: -0.331
Spin multiplicity: 1

Last column: Löwdin charge in e.
Atoms and positions in Å:
C1 0.3408 -2.0520 4.2895  -0.069
C2 0.6110 -2.9972 3.1184  -0.258
O1 -0.5518 -3.2578 2.3028  -0.167
P1 -1.2265 -1.9980 1.5695  0.496
O2 -2.1648 -2.5241 0.6050  -0.244
C3 -0.0518 -0.9585 0.6143  -0.192
C4 0.8929 -0.0594 1.4361  -0.125
C5 1.4689 1.0875 0.6983  -0.063
C6 1.5711 1.3861 -0.5701  -0.087
C7 1.0934 0.5775 -1.7337  -0.253
O3 2.0914 -0.4108 -2.0535  -0.123
N1 1.5103 -1.6781 -2.2170  -0.042
O4 2.2358 -2.4796 -1.7835  0.077
C8 2.2583 2.6995 -0.7248  -0.417
O5 2.7074 3.1992 -1.6239  0.268
O6 2.3009 3.2788 0.5514  0.175
C9 2.1568 2.2445 1.3957  -0.460
O7 2.5156 2.1522 2.4760  0.231
O8 -2.0752 -1.0637 2.5860  -0.196
C10 -2.6375 0.0637 1.8800  -0.355
C11 -3.9234 0.4908 2.5794  -0.329
H1 0.3380 -1.0024 4.0081  0.056
H2 1.0013 -2.2288 5.1328  0.082
H3 -0.6761 -2.2646 4.6226  0.085
H4 0.8817 -3.9542 3.5595  0.117
H5 1.4566 -2.7088 2.4921  0.104
H6 0.4930 -1.6481 -0.0236  0.083
H7 -0.6956 -0.3152 0.0236  -0.020
H8 0.3070 0.3716 2.2520  0.113
H9 1.6965 -0.6113 1.9201  0.125
H10 1.0379 1.2424 -2.5981  0.089
H11 0.0849 0.1580 -1.5949  -0.011
H12 -1.9314 0.8977 1.9751  0.102
H13 -2.8286 -0.1528 0.8298  0.031
H14 -4.1007 1.5474 2.3877  -0.018
H15 -4.7577 -0.1116 2.2298  0.018
H16 -3.8520 0.3201 3.6508  0.093
Br1 -4.8348 1.1824 0.5848  0.926
C12 -3.5842 2.6709 0.5013  -0.567
C13 -2.9899 2.8298 -0.8750  -0.591
Br2 -1.6242 1.4786 -1.2087  0.950
H17 -2.8343 2.4900 1.2661  0.051
H18 -4.1660 3.5503 0.7688  0.078
H19 -2.4746 3.7846 -0.9586  0.066
H20 -3.7198 2.7443 -1.6735  0.057
Br3 4.4475 0.2679 -7.0526  0.610
C14 4.0623 -0.7892 -5.4646  -0.697
C15 2.7195 -1.4616 -5.5622  -0.677
Br4 1.2695 -0.2045 -5.2385  0.672
H21 4.1405 -0.1207 -4.6130  0.049
H22 4.8568 -1.5309 -5.4157  0.059
H23 2.6169 -2.2215 -4.7895  0.044
H24 2.5363 -1.9103 -6.5328  0.051

# 3
This record from the OMol25 dataset describes a structure of composition C15H24Br5Cl4F7Mg2N2O8PS2Si2. The level of theory is wB97M-V/def2-TZVPD.

LUMO level in eV: -4.40
Frontier orbital gap in eV: 0.96
Total charge: -1
HOMO in Ha: -0.197
Spin multiplicity: 1

Last column: Löwdin charge in e.
Atoms and positions in Å:
C1 8.3217 -2.6774 -0.1167  -0.032
C2 7.9279 -1.2033 -0.6824  -0.342
C3 6.3741 -0.9736 -0.2787  -0.053
O1 5.9830 -1.7479 0.9142  -0.309
C4 4.7677 -2.4900 0.7087  -0.453
O2 4.7881 -3.7131 1.0236  0.064
C5 3.3921 -1.9112 0.1721  -0.438
S1 2.8789 -0.3041 0.9524  0.599
Si1 0.7104 -0.2790 0.6206  0.125
N1 0.3473 -0.8143 -1.0419  -0.111
O3 0.0042 1.2331 1.0591  -0.475
Si2 0.6265 2.5606 0.1008  0.570
O4 8.6794 -0.1686 0.0183  -0.122
C6 9.3086 0.7699 -0.8379  -0.446
O5 8.8640 1.2144 -1.9008  0.011
C7 10.7276 1.3507 -0.3208  -0.418
S2 11.1514 0.4830 1.2671  0.642
H1 9.2317 -3.0091 -0.7423  0.104
H2 8.6878 -2.6500 0.9676  0.071
H3 7.4930 -3.4418 -0.2614  0.088
H4 8.0924 -1.2632 -1.8335  -0.144
H5 5.6599 -1.0947 -1.1565  0.151
H6 6.3105 0.1349 0.0354  0.158
H7 2.5391 -2.6606 0.3588  -0.002
H8 3.5072 -1.7253 -0.9487  0.107
H9 0.1534 -1.3223 1.5174  -0.146
H10 0.1267 -0.0266 -1.6696  0.021
H11 -0.4620 -1.4624 -1.0493  0.015
H12 0.4733 3.7961 0.9009  -0.058
H13 2.0143 2.3413 -0.3078  -0.071
H14 -0.2868 2.6830 -1.0594  -0.064
H15 11.5328 1.3140 -1.1196  0.099
H16 10.5062 2.4479 -0.0468  0.095
H17 12.1835 1.2695 1.7959  -0.130
Mg1 6.1050 -2.2676 2.7617  1.055
Br1 8.2022 -1.0336 -3.7940  -0.190
C8 -5.3255 3.5964 -0.4167  -0.124
C9 -5.1215 3.6175 -1.7936  -0.293
C10 -4.0518 2.9245 -2.3519  -0.101
C11 -3.1909 2.2017 -1.5333  -0.087
C12 -3.3961 2.1769 -0.1566  -0.094
C13 -4.4613 2.8779 0.4016  -0.076
H18 -6.1584 4.1401 0.0180  0.102
H19 -5.7989 4.1763 -2.4340  -0.061
H20 -3.8902 2.9471 -3.4246  0.106
H21 -2.3598 1.6572 -1.9678  0.091
H22 -2.7252 1.6113 0.4816  0.094
H23 -4.6179 2.8624 1.4744  0.115
Br2 0.1882 -3.3696 1.0052  0.479
C14 -6.9248 -0.3266 0.7175  -1.605
Br3 -5.1153 -1.0056 0.8613  0.620
Br4 -7.9811 -1.3530 -0.5434  0.577
Br5 -7.7874 -0.2036 2.4501  0.563
H24 -6.8551 0.6858 0.3242  -0.057
Mg2 -5.2270 6.0957 -2.4525  0.531
F1 -7.0630 -6.2793 1.7493  -0.186
P1 -6.3943 -4.8149 1.8274  0.191
F2 -7.8307 -4.2393 1.3737  -0.216
F3 -6.0742 -4.9838 0.2555  -0.197
F4 -6.7536 -3.7333 2.9672  -0.203
F5 -5.0118 -4.0105 1.6343  -0.240
F6 -5.6274 -5.6371 2.9811  -0.185
F7 -1.0101 -2.4848 3.2932  -0.417
N2 -4.4014 -5.8653 5.7842  -0.601
O6 -3.7126 -4.8724 6.0328  0.136
O7 -3.9195 -6.8048 5.1503  0.134
O8 -5.5675 -5.9177 6.1723  0.136
C15 -8.5514 8.1944 -5.1774  -2.039
Cl1 -7.5770 9.5200 -4.5081  0.480
Cl2 -8.9762 7.0586 -3.8801  0.455
Cl3 -10.0358 8.8548 -5.8960  0.509
Cl4 -7.6166 7.3443 -6.4257  0.491

# 4
This record from the OMol25 dataset describes the molecule C15H24BrClO. The level of theory is wB97M-V/def2-TZVPD.

SMILES: CC(C)=C[C@H](O)C/C(C)=C1\CC[C@](C)(Br)[C@@H](Cl)C1
LUMO level in eV: 0.71
Frontier orbital gap in eV: 9.07
HOMO in Ha: -0.307
Relative energy (zero: lowest compared OMol25 entry of this formula, charge and spin) in eV: 0.151
Spin multiplicity: 1

Last column: Löwdin charge in e.
Atoms and positions in Å:
Cl1 2.1576 -0.2931 -3.7513  0.694
Br1 4.4204 -2.3258 -0.4357  0.802
O1 -2.6763 -1.0727 0.7592  -0.054
C1 -3.4569 1.7235 1.7595  -0.356
C2 -2.7718 1.3842 0.6185  -0.031
C3 1.3729 -0.2434 -0.2706  -0.152
C4 0.5406 0.7200 0.3155  -0.200
C5 -3.7979 0.8514 2.8934  -0.067
C6 -3.9912 3.1307 1.7881  -0.064
C7 0.7128 2.2828 0.3337  -0.039
C8 1.1298 -1.7030 -0.2555  -0.144
C9 2.6113 0.2572 -1.0966  -0.211
C10 3.5235 -3.0110 -2.9212  -0.152
C11 1.7885 -2.5568 -1.3260  -0.281
C12 -0.5979 0.2718 1.2658  -0.115
C13 2.9750 -0.5750 -2.2335  -0.744
C14 3.0138 -2.1003 -1.8110  -0.847
C15 -1.9530 0.1348 0.5167  -0.382
H1 -3.4064 -1.0199 1.4278  0.083
H2 -2.8829 2.0036 -0.2346  0.104
H3 -4.8041 0.5804 2.7309  0.075
H4 -3.5941 1.4168 3.8956  0.126
H5 -3.1626 -0.0860 2.9620  0.092
H6 -3.1143 3.8523 2.0477  0.120
H7 -4.6994 3.2423 2.6210  0.077
H8 -4.3343 3.2940 0.8370  0.039
H9 1.0787 2.5890 -0.6137  0.033
H10 1.5237 2.4868 1.1194  0.110
H11 -0.2970 2.7378 0.5288  0.078
H12 1.5333 -1.9536 0.6664  0.091
H13 -0.0058 -1.8839 -0.2373  0.153
H14 3.4447 0.2915 -0.4294  0.085
H15 2.4013 1.2823 -1.5236  0.119
H16 3.1784 -2.8160 -3.9599  0.080
H17 3.2837 -4.0382 -2.7316  0.079
H18 4.5605 -2.8433 -2.9724  0.034
H19 1.8283 -3.6113 -0.9898  0.140
H20 1.1245 -2.6227 -2.1596  0.123
H21 -0.7745 1.0330 2.1482  0.147
H22 -0.2544 -0.6414 1.7162  0.095
H23 4.0486 -0.2473 -2.4495  0.122
H24 -1.6770 0.0786 -0.5488  0.139

Molecular weight, record by record: 593.224 696.946 1234.571 335.713 Da
Calculated total energy, record by record: -49138.7731 -323268.2347 -512221.4148 -100554.0638 eV